This record from the OMol25 dataset describes the molecule C5H7FN2 in a non-equilibrium geometry. The level of theory is wB97M-V/def2-TZVPD.

Output
Energy above the lowest of the compared OMol25 structures with the same formula, charge and spin in kJ/mol: 196.5
Orbital gap in eV: 9.09
LUMO energy in eV: 0.78
Electronic energy in eV: -10994.2707
SMILES: C[C@H]1C=C(F)C=NN1

The geometry in ORCA input format:
```
! RIJCOSX wB97M-V def2-TZVPD def2/J DEFGRID3
* xyz 0 1
H 1.00 -1.29 0.42
C -2.10 -0.55 0.10
H 0.33 1.25 1.76
H -3.23 -0.61 0.17
H 0.25 -1.21 -1.88
C 1.87 0.50 -0.52
H 1.54 1.47 -0.84
H 2.34 -0.04 -1.40
C -1.40 0.34 1.06
C 0.71 -0.34 0.01
N -1.52 -0.93 -1.01
F -2.16 1.04 1.94
N -0.20 -0.65 -1.14
H 2.64 0.53 0.29
C -0.07 0.50 1.04
*
```

---

This record from the OMol25 dataset describes the molecule C5H7FO in a non-equilibrium geometry. The level of theory is wB97M-V/def2-TZVPD.

Output
Energy above the lowest of the compared OMol25 structures with the same formula, charge and spin in kJ/mol: 167.2
Orbital gap in eV: 9.61
LUMO energy in eV: 0.79
Electronic energy in eV: -10061.0105
SMILES: O[C@H]1CCC=C1F

The geometry in ORCA input format:
```
! RIJCOSX wB97M-V def2-TZVPD def2/J DEFGRID3
* xyz 0 1
C 0.44 -1.44 -0.18
H -2.21 -1.59 0.17
C 0.06 0.86 0.23
C -0.65 -0.46 0.49
H 2.06 1.69 0.06
C 1.70 -0.56 -0.08
C 1.40 0.88 -0.01
H -0.02 -1.59 -1.13
H -0.80 -0.61 1.64
H 0.56 -2.48 0.27
H 2.35 -0.69 0.78
F -0.82 1.80 -0.19
H 2.30 -0.76 -0.90
O -1.81 -0.73 -0.24
*
```

---

This record from the OMol25 dataset describes the molecule C5H7FO in a non-equilibrium geometry. The level of theory is wB97M-V/def2-TZVPD.

Output
Energy above the lowest of the compared OMol25 structures with the same formula, charge and spin in kJ/mol: 149.0
Orbital gap in eV: 10.38
LUMO energy in eV: 0.96
Electronic energy in eV: -10061.1986
SMILES: O[C@H]1CCC=C1F

The geometry in ORCA input format:
```
! RIJCOSX wB97M-V def2-TZVPD def2/J DEFGRID3
* xyz 0 1
O 1.27 1.48 -0.72
C 0.89 -0.63 0.23
H 0.17 -2.39 -0.82
C 0.00 -1.39 -0.37
C -0.93 0.67 0.41
H -1.82 -0.53 -1.27
H -1.09 0.90 1.49
H -1.46 1.52 -0.21
C -1.26 -0.59 -0.27
H 1.13 1.07 1.22
H 2.20 1.32 -0.54
H -2.03 -1.14 0.31
F 2.21 -1.08 0.17
C 0.72 0.78 0.36
*
```

---

This record from the OMol25 dataset describes the molecule C5H7FO in a non-equilibrium geometry. The level of theory is wB97M-V/def2-TZVPD.

Output
Energy above the lowest of the compared OMol25 structures with the same formula, charge and spin in kJ/mol: 490.3
Orbital gap (spin up / spin down) in eV: 7.93 / 7.93
LUMO energy (spin up / spin down) in eV: 0.19 / 0.19
Electronic energy in eV: -10057.6618

The geometry in ORCA input format:
```
! RIJCOSX wB97M-V def2-TZVPD def2/J DEFGRID3
* xyz 0 1
C 1.87 0.31 0.10
H 1.95 1.32 0.13
H 0.48 -0.26 1.68
C 1.01 -0.62 0.93
H -2.12 -0.86 0.86
F 3.12 -0.02 -0.30
H 0.68 -1.11 -1.22
C -1.83 -0.60 -0.27
H -1.38 -1.56 -0.71
H -0.83 1.89 0.67
O -0.49 1.63 -0.18
C 0.68 -0.38 -0.55
C -0.57 0.27 -0.32
H -2.55 -0.01 -0.84
*
```

---

This record from the OMol25 dataset describes the molecule C5H7FO in a non-equilibrium geometry. The level of theory is wB97M-V/def2-TZVPD.

Output
Energy above the lowest of the compared OMol25 structures with the same formula, charge and spin in kJ/mol: 198.4
Orbital gap (spin up / spin down) in eV: 6.64 / 7.54
LUMO energy (spin up / spin down) in eV: 1.05 / -2.14
Electronic energy in eV: -10056.3559

The geometry in ORCA input format:
```
! RIJCOSX wB97M-V def2-TZVPD def2/J DEFGRID3
* xyz 0 3
H -2.33 -0.65 0.67
H 0.56 2.14 1.42
H -1.47 1.64 0.96
C -0.84 0.80 0.90
H 1.04 -0.80 -2.41
H -0.34 -0.07 -1.74
H 1.34 -2.12 -0.11
F 0.77 1.74 -0.59
C 0.60 1.33 0.73
H 1.35 0.48 0.88
C 0.45 -0.90 -1.58
C -1.21 -0.50 0.73
O -0.44 -1.60 0.55
C 0.53 -1.48 -0.40
*
```

---

This record from the OMol25 dataset describes the molecule C5H7FO2 in a non-equilibrium geometry. The level of theory is wB97M-V/def2-TZVPD.

Output
Energy above the lowest of the compared OMol25 structures with the same formula, charge and spin in kJ/mol: 45.9
Orbital gap in eV: 10.96
LUMO energy in eV: 0.72
Electronic energy in eV: -12109.5031
SMILES: C[C@@H]1O[C@@H](CF)C1=O

The geometry in ORCA input format:
```
! RIJCOSX wB97M-V def2-TZVPD def2/J DEFGRID3
* xyz 0 1
C 0.93 -0.27 0.47
H -2.56 1.45 0.06
O -0.25 -1.05 0.09
O 0.51 2.14 -0.09
C -0.94 0.10 -0.43
C -2.25 0.41 0.27
H -2.13 0.25 1.32
H -1.08 0.02 -1.46
C 2.19 -0.71 -0.25
C 0.25 0.97 -0.03
H 3.01 -0.08 0.07
F -3.24 -0.44 -0.18
H 2.44 -1.75 -0.04
H 1.07 -0.34 1.53
H 2.05 -0.70 -1.31
*
```

---

This record from the OMol25 dataset describes a structure of composition C5H7FO2 in a non-equilibrium geometry. The level of theory is wB97M-V/def2-TZVPD.

Output
Energy above the lowest of the compared OMol25 structures with the same formula, charge and spin in kJ/mol: 195.0
Orbital gap in eV: 9.22
LUMO energy in eV: 0.86
Electronic energy in eV: -12107.9570

The geometry in ORCA input format:
```
! RIJCOSX wB97M-V def2-TZVPD def2/J DEFGRID3
* xyz 0 1
H 2.89 -1.06 -0.33
H 2.73 0.25 -1.44
C 0.26 -0.40 0.30
O -1.64 1.43 -0.28
H -3.68 -0.09 0.20
C 2.64 -0.02 -0.41
H 3.43 0.58 0.00
C 1.31 0.40 -0.04
F 0.18 -1.80 0.31
H 0.16 1.88 0.14
C -2.69 -0.63 0.34
H -2.53 -1.55 -0.22
H -2.61 -1.01 1.28
O 1.15 1.69 0.05
C -1.61 0.33 0.12
*
```

---

This record from the OMol25 dataset describes the molecule C5H7FOS in a non-equilibrium geometry. The level of theory is wB97M-V/def2-TZVPD.

Output
Energy above the lowest of the compared OMol25 structures with the same formula, charge and spin in kJ/mol: 292.3
Orbital gap in eV: 8.44
LUMO energy in eV: -0.05
Electronic energy in eV: -20895.0483
SMILES: C/C(=C/C(O)=S)CF

The geometry in ORCA input format:
```
! RIJCOSX wB97M-V def2-TZVPD def2/J DEFGRID3
* xyz 0 1
C -1.17 -0.51 0.42
C -2.68 -0.60 0.42
F -0.28 0.92 2.12
C -0.39 -0.37 1.70
S 1.83 -0.30 -1.96
O 1.04 0.92 0.26
H -3.34 -0.27 -0.38
H -1.21 -0.26 -1.79
H -2.94 0.29 1.11
H 0.70 -0.73 1.88
H -3.01 -1.47 1.10
C -0.70 -0.21 -0.89
H -0.76 -0.95 2.62
H 0.13 1.42 0.66
C 0.82 0.19 -0.82
*
```

---

This record from the OMol25 dataset describes the molecule C5H7FS. The level of theory is wB97M-V/def2-TZVPD.

Output
Energy above the lowest of the compared OMol25 structures with the same formula, charge and spin in kJ/mol: 202.5
Orbital gap in eV: 9.90
LUMO energy in eV: 0.90
Electronic energy in eV: -18848.5407
SMILES: FC1C[C@H]2S[C@@H]2C1

The geometry in ORCA input format:
```
! RIJCOSX wB97M-V def2-TZVPD def2/J DEFGRID3
* xyz 0 1
C -1.31 0.03 0.16
H 0.54 -1.11 1.38
H 0.02 1.68 0.31
H 1.61 0.66 -0.89
H 1.80 -1.12 -0.78
S 0.78 0.99 2.41
C -0.27 0.82 0.93
C 1.17 -0.26 -0.49
C -0.32 -0.38 -1.01
H -2.16 0.58 -0.21
F -0.48 0.51 -2.05
H -0.58 -1.39 -1.41
C 0.86 -0.14 1.00
H -1.66 -0.87 0.68
*
```

---

This record from the OMol25 dataset describes the molecule C5H7FS2 in a non-equilibrium geometry. The level of theory is wB97M-V/def2-TZVPD.

Output
Energy above the lowest of the compared OMol25 structures with the same formula, charge and spin in kJ/mol: 365.6
Orbital gap (spin up / spin down) in eV: 7.50 / 7.61
LUMO energy (spin up / spin down) in eV: -0.53 / -0.46
Electronic energy in eV: -29682.1733

The geometry in ORCA input format:
```
! RIJCOSX wB97M-V def2-TZVPD def2/J DEFGRID3
* xyz 0 1
H 4.97 0.59 0.09
H -1.87 1.66 -1.06
H -0.36 0.35 0.96
H 3.72 -1.23 1.29
H -2.40 1.39 0.79
F -2.83 -1.17 0.33
C 3.11 -0.70 0.56
C -1.96 -0.33 -0.39
H -3.62 0.98 -0.54
S 0.64 -1.19 -0.64
C -0.51 -0.33 0.12
S 3.78 0.81 -0.19
C -2.49 1.11 -0.28
H -2.11 -0.70 -1.38
C 1.94 -1.26 0.34
*
```

---

This record from the OMol25 dataset describes a structure of composition C5H7GdO3 in a non-equilibrium geometry. The level of theory is wB97M-V/def2-TZVPD.

Output
Orbital gap (spin up / spin down) in eV: 7.71 / 2.28
LUMO energy (spin up / spin down) in eV: -12.92 / -17.49
Electronic energy in eV: -32237.0053

The geometry in ORCA input format:
```
! RIJCOSX wB97M-V def2-TZVPD def2/J DEFGRID3
* xyz 3 9
Gd 5.07 0.28 -0.39
C -1.28 -0.92 0.67
O 2.63 -0.73 -0.58
H -2.77 -0.19 -0.71
H -1.46 1.91 0.58
H -1.09 0.37 -1.57
H -1.77 -1.89 0.55
H -1.45 -0.44 1.64
C 2.26 -0.09 0.42
C -1.37 1.45 -0.41
O 2.98 0.72 1.03
H 0.45 -1.50 -0.62
C -1.73 0.04 -0.50
O 0.94 -0.18 0.87
H -1.52 2.14 -1.25
C 0.10 -0.97 0.27
*
```

---

This record from the OMol25 dataset describes the molecule C5H7INP in a non-equilibrium geometry. The level of theory is wB97M-V/def2-TZVPD.

Output
Energy above the lowest of the compared OMol25 structures with the same formula, charge and spin in kJ/mol: 0.0
Orbital gap in eV: 8.56
LUMO energy in eV: 0.59
Electronic energy in eV: -24174.6919

The geometry in ORCA input format:
```
! RIJCOSX wB97M-V def2-TZVPD def2/J DEFGRID3
* xyz 0 1
H -0.15 2.82 -0.11
I 4.22 -0.02 -0.01
H -0.29 -2.18 -0.71
C 2.33 0.78 -0.06
C 0.63 -1.78 -0.27
H -2.25 1.04 1.11
H 1.46 -2.07 -0.91
C -0.22 0.73 -0.14
N 0.39 1.97 -0.05
C 0.57 -0.33 -0.18
P -2.05 0.77 -0.25
C 1.76 1.98 -0.02
H -2.22 -0.59 -0.05
H 2.25 2.94 0.03
H 0.78 -2.24 0.71
*
```